Entry 1:
This record from the OMol25 dataset describes C24H25CaI3N6OS2 as an isolated structure. The level of theory is wB97M-V/def2-TZVPD.

Relative energy (zero: lowest compared OMol25 entry of this formula, charge and spin) ... 0.9772 eV
HOMO level ... -0.42923 Ha
Electronic energy ... -100683.728 eV
Total charge ... +2
Gap between HOMO and LUMO ... 6.52 eV

XYZ file:
```
62
C24H25CaI3N6OS2, DFT wB97M-V/def2-TZVPD
Ca 0.29547 -0.41156 0.28265
I -0.14173 4.86154 -0.12349
C 1.56135 3.70660 0.02963
C 2.80469 4.38325 0.13287
C 3.97823 3.69980 0.23117
I 5.74217 4.75944 0.36601
C 3.94690 2.26893 0.24394
C 5.11047 1.47031 0.32497
C 5.01773 0.11002 0.32809
C 3.74253 -0.46755 0.27007
N 2.62746 0.22534 0.19983
C 2.70785 1.60545 0.16163
C 1.46382 2.33904 0.02084
O 0.34056 1.67918 -0.08778
H 2.80563 5.46462 0.12547
H 6.07529 1.95710 0.37924
H 5.89470 -0.51835 0.38253
H 3.63795 -1.54782 0.29252
S -0.95947 0.12489 5.13534
C 0.15572 1.29825 4.60270
C 0.35596 1.17150 3.26790
N -0.37962 0.17427 2.66067
C -1.12573 -0.43367 3.55418
H 0.60650 2.00888 5.27547
H 1.00654 1.79241 2.66788
H -1.75843 -1.28001 3.32209
N -4.92907 0.94898 -0.97349
C -3.91043 1.93755 -0.42813
C -2.52734 1.34510 -0.55168
N -2.39543 0.02902 0.09885
C -3.40501 -0.90925 -0.38802
C -4.82662 -0.38916 -0.27208
H -4.76724 0.82225 -1.97438
H -5.87513 1.32166 -0.88659
H -4.20360 2.10296 0.60920
H -4.03646 2.86137 -0.98926
H -1.79155 2.03421 -0.13466
H -2.24360 1.22953 -1.60269
H -2.48965 0.15044 1.10588
H -3.34383 -1.85218 0.15722
H -3.17383 -1.14254 -1.43150
H -5.09913 -0.18682 0.76416
H -5.57072 -1.04554 -0.71918
S -0.30865 0.19419 -4.83478
C 1.21723 0.53482 -4.16315
C 1.25861 0.10393 -2.87873
N 0.09973 -0.48691 -2.41304
C -0.79443 -0.48743 -3.37134
H 1.99746 1.02198 -4.72387
H 2.11115 0.20281 -2.22421
H -1.77384 -0.93149 -3.25712
I 1.81194 -2.82583 2.79596
C 0.94399 -3.75234 1.14945
C 0.97309 -5.13887 1.08242
C 0.43363 -5.74872 -0.03513
C -0.10451 -4.95767 -1.04043
C -0.08433 -3.58953 -0.87999
N 0.42470 -2.97118 0.20349
H 1.41477 -5.71745 1.88004
H 0.44238 -6.82705 -0.12413
H -0.52147 -5.38713 -1.93995
H -0.46531 -2.93557 -1.65553
```

The molecule's Löwdin atomic charges, reported in e, are given here: number 1, Ca, carries 1.28; number 2, I, carries 0.96; number 3, C, carries -0.66; number 4, C, carries -0.22; number 5, C, carries -0.69; number 6, I, carries 1.00; number 7, C, carries -0.20; number 8, C, carries -0.02; number 9, C, carries -0.02; number 10, C, carries -0.15; number 11, N, carries -0.02; number 12, C, carries -0.16; number 13, C, carries -0.49; number 14, O, carries -0.37; number 15, H, carries 0.08; number 16, H, carries 0.06; number 17, H, carries 0.12; number 18, H, carries 0.09; number 19, S, carries 1.08; number 20, C, carries -0.35; number 21, C, carries -0.22; number 22, N, carries -0.14; number 23, C, carries -0.54; number 24, H, carries 0.09; number 25, H, carries 0.11; number 26, H, carries 0.08; number 27, N, carries 0.07; number 28, C, carries -0.07; number 29, C, carries -0.20; number 30, N, carries -0.08; number 31, C, carries -0.19; number 32, C, carries -0.08; number 33, H, carries 0.18; number 34, H, carries 0.19; number 35, H, carries 0.14; number 36, H, carries 0.14; number 37, H, carries 0.07; number 38, H, carries 0.12; number 39, H, carries 0.10; number 40, H, carries 0.14; number 41, H, carries 0.11; number 42, H, carries 0.14; number 43, H, carries 0.14; number 44, S, carries 1.08; number 45, C, carries -0.35; number 46, C, carries -0.23; number 47, N, carries -0.08; number 48, C, carries -0.53; number 49, H, carries 0.09; number 50, H, carries 0.10; number 51, H, carries 0.06; number 52, I, carries 1.02; number 53, C, carries -0.79; number 54, C, carries -0.11; number 55, C, carries -0.03; number 56, C, carries -0.04; number 57, C, carries -0.14; number 58, N, carries -0.09; number 59, H, carries 0.10; number 60, H, carries 0.13; number 61, H, carries 0.12; number 62, H, carries 0.09

***

Entry 2:
This record from the OMol25 dataset describes C24H25FeNO7 as an isolated structure. The level of theory is wB97M-V/def2-TZVPD.

HOMO level (alpha / beta) ... -0.25303 / -0.28371 Ha
Electronic energy ... -75496.278 eV
Gap between HOMO and LUMO (alpha / beta) ... 7.05 / 5.58 eV
Multiplicity ... 5

XYZ file:
```
58
C24H25FeNO7, DFT wB97M-V/def2-TZVPD
O 5.08961 -5.08301 -1.53022
C 4.79835 -4.11033 -2.10553
Fe 4.67913 -2.47999 -2.71602
C 5.58359 -1.77420 -1.40010
O 6.26301 -1.53427 -0.48279
C 6.03201 -2.55022 -3.82358
O 7.12133 -2.75940 -4.18845
C 1.38074 -1.43816 -1.07253
C 1.41131 -2.74181 -1.85486
C 2.44630 -2.80531 -2.98086
C 2.97480 -1.59713 -3.51083
C 3.27638 -0.65525 -2.48445
C 2.36479 -0.53743 -1.35734
H 0.75608 -1.44885 -0.06521
H 1.52351 -3.60946 -1.16613
H 0.39712 -2.89037 -2.28532
H 2.36133 -3.69458 -3.60581
H 3.16087 -1.40624 -4.57006
H 3.86079 0.23854 -2.70884
H 2.53544 0.32534 -0.71582
C -5.23715 4.41529 1.92812
N -5.00376 3.80018 0.64164
C -6.01884 4.06393 -0.35505
C -4.00694 2.84520 0.44239
C -4.31758 1.46626 0.36792
C -3.32765 0.54213 0.06319
C -2.02360 0.95487 -0.23181
C -0.98396 -0.04206 -0.70427
C -0.04161 -0.54915 0.37912
C 0.77780 0.56299 0.94606
O 1.00085 1.61501 0.38871
O 1.35639 0.35064 2.15844
C 1.14034 -0.90697 2.83359
C 2.04271 -2.00588 2.30627
C 1.39476 -0.62907 4.31230
O -0.25112 -1.26508 2.71536
C -0.81385 -1.21560 1.47388
O -1.92208 -1.71133 1.30358
C -1.71471 2.31422 -0.14806
C -2.66376 3.24451 0.24557
H -4.41795 4.16905 2.61203
H -5.30518 5.50473 1.81280
H -6.18646 4.05972 2.35817
H -5.71698 3.64875 -1.32322
H -6.98526 3.63114 -0.06066
H -6.14678 5.14962 -0.45674
H -5.33942 1.13719 0.56600
H -3.55334 -0.52354 0.06875
H -1.49441 -0.92705 -1.10369
H -0.36136 0.42926 -1.47241
H 1.82978 -2.28165 1.26693
H 3.08160 -1.66442 2.38407
H 1.91580 -2.89030 2.94573
H 0.75156 0.19192 4.64515
H 1.18370 -1.52860 4.89818
H 2.44180 -0.34414 4.43998
H -0.70146 2.64107 -0.36483
H -2.39837 4.29925 0.34156
```

The molecule's Löwdin atomic charges, reported in e, are given here: number 1, O, carries 0.11; number 2, C, carries -0.17; number 3, Fe, carries 0.19; number 4, C, carries -0.16; number 5, O, carries 0.12; number 6, C, carries -0.14; number 7, O, carries 0.11; number 8, C, carries -0.08; number 9, C, carries -0.13; number 10, C, carries -0.12; number 11, C, carries -0.18; number 12, C, carries -0.14; number 13, C, carries -0.04; number 14, H, carries 0.06; number 15, H, carries 0.13; number 16, H, carries 0.13; number 17, H, carries 0.11; number 18, H, carries 0.13; number 19, H, carries 0.12; number 20, H, carries 0.11; number 21, C, carries -0.08; number 22, N, carries -0.26; number 23, C, carries -0.08; number 24, C, carries -0.26; number 25, C, carries 0.00; number 26, C, carries -0.04; number 27, C, carries -0.20; number 28, C, carries -0.08; number 29, C, carries -0.14; number 30, C, carries -0.41; number 31, O, carries 0.11; number 32, O, carries 0.10; number 33, C, carries -0.51; number 34, C, carries 0.04; number 35, C, carries 0.02; number 36, O, carries 0.09; number 37, C, carries -0.37; number 38, O, carries 0.12; number 39, C, carries -0.03; number 40, C, carries 0.00; number 41, H, carries 0.09; number 42, H, carries 0.08; number 43, H, carries 0.08; number 44, H, carries 0.09; number 45, H, carries 0.08; number 46, H, carries 0.08; number 47, H, carries 0.12; number 48, H, carries 0.11; number 49, H, carries 0.13; number 50, H, carries 0.13; number 51, H, carries 0.08; number 52, H, carries 0.11; number 53, H, carries 0.11; number 54, H, carries 0.10; number 55, H, carries 0.10; number 56, H, carries 0.10; number 57, H, carries 0.10; number 58, H, carries 0.12